# C10H16Si

One molecule with the formula C10H16Si at a distorted geometry (wB97M-V/def2-TZVPD, the Open Molecules 2025 dataset).

The geometry in XYZ format:
```
27
Properties=species:S:1:pos:R:3:forces:R:3
H -1.602 -0.458 -1.464 -0.3 -0.6 -1.0
H 0.956 0.528 1.601 -0.2 -0.5 1.1
C -0.198 1.248 -0.042 -1.3 -0.1 2.2
C 3.395 -1.068 -0.253 2.0 2.2 0.4
H 2.424 2.138 0.374 -0.1 -0.1 0.2
H -0.287 -3.374 -0.363 -0.8 0.6 0.0
C 3.588 0.273 0.030 -3.1 -2.3 -1.1
H 4.207 -1.782 -0.426 0.1 0.6 0.2
C 1.064 -0.952 0.000 -1.4 -0.5 -0.6
H 4.520 0.741 -0.144 0.9 0.4 0.4
H -0.165 2.276 0.397 -0.1 -0.7 -0.3
C 2.092 -1.632 -0.494 -0.5 -0.9 -0.2
C 2.273 1.129 -0.012 0.7 -0.8 -0.1
C -1.611 0.576 0.291 1.3 0.9 -0.9
C -2.804 1.480 -0.141 0.9 0.7 2.2
C -1.680 -0.710 -0.427 1.9 0.0 0.7
H -2.784 -2.933 -0.330 1.2 -0.4 0.8
H -0.083 1.328 -1.075 0.2 0.2 -1.8
H -1.480 0.457 1.355 -1.0 -0.1 0.6
C 0.946 0.423 0.543 2.2 1.1 -1.7
H -3.714 0.917 -0.010 -0.5 0.1 0.4
H -2.831 1.862 -1.140 0.6 -0.1 -0.9
H 2.056 1.240 -1.085 0.2 0.1 0.0
H -1.147 -2.561 1.671 -0.4 0.3 -0.4
H 2.191 -2.611 -1.086 -1.2 1.4 1.2
H -2.745 2.394 0.518 -0.6 -0.9 -0.5
Si -1.371 -2.436 0.188 -1.0 -0.7 -0.8
```
Forces are in eV/Å.

net charge	0
multiplicity	1
gap between HOMO and LUMO (alpha / beta)	7.7 / 8.2	eV
calculated total energy	-679.89457	Eh
LUMO level (alpha / beta)	-0.00953 / 0.00223	hartree